[1]
14
Properties=species:S:1:pos:R:3:mulliken_charge:R:1 method="wB97M-V/def2-TZVPD" lumo_energy_ev=-4.5 total_energy_ha=-286.78320 largest_force_ev_per_a=4.5 homo_lumo_gap_ha=0.3391 de_lowest_kcal_mol=100.0 total_charge=+1
C 1.37658 0.66949 -0.52419 -0.72
C 1.19206 0.26909 0.86440 -0.01
C 1.19458 -0.79541 -0.20678 0.14
C -0.87698 -0.57518 0.56348 -0.30
N -1.83704 0.27628 -0.18833 -0.24
O -0.10382 -1.31731 -0.33352 -0.39
H 0.64377 1.26828 -1.06095 0.09
H 2.38939 0.93754 -0.80233 0.28
H 1.51411 0.48480 1.85524 0.36
H 1.98116 -1.51361 -0.39190 0.41
H -1.31429 -1.12238 1.38594 0.35
H -2.58514 0.63508 0.41527 0.37
H -2.24561 -0.28460 -0.95706 0.36
H -1.32878 1.06793 -0.61925 0.30


[2]
9
Properties=species:S:1:pos:R:3:mulliken_charge:R:1 method="wB97M-V/def2-TZVPD" lumo_energy_ev=1.1 total_energy_ha=-154.95278 largest_force_ev_per_a=3.6 smiles=COC homo_lumo_gap_ha=0.4098 de_lowest_kcal_mol=45.8
C -1.05951 0.08234 0.31624 -0.46
O 0.01177 0.90580 0.04488 -0.28
C 1.06180 0.08594 -0.30774 -0.46
H -0.46659 -0.87433 0.92196 0.15
H -1.84269 0.74918 0.74163 0.20
H -1.44498 -0.41695 -0.59006 0.25
H 0.89841 -0.41125 -1.28022 0.25
H 0.89159 -0.87455 0.52264 0.15
H 1.95022 0.75381 -0.36933 0.20